[1]
Entry from OMol25: a molecular structure, C34H34BBaN14O2S (wB97M-V/def2-TZVPD).

As for the expectation value of S²: 0.81. As for the energy above the lowest of the compared OMol25 structures with the same formula, charge and spin: 11.2 kJ/mol. Its highest occupied orbital energy (spin up / spin down) is -0.244 / -0.244 Eh. The frontier orbital gap (spin up / spin down) comes out at 6.53 / 4.00 eV. The value obtained for the LUMO energy (spin up / spin down) is -0.1036 / -2.6368 eV.

ORCA input file:
```
! wB97M-V def2-TZVPD RIJCOSX def2/J DEFGRID3
* xyz 0 2
Ba -0.023 0.410 0.114
C -0.476 3.883 -3.232
C -0.306 3.495 -1.896
N 0.510 2.456 -1.801
N 0.900 2.160 -3.058
C 0.306 2.993 -3.936
B 1.752 0.893 -3.392
N 2.802 0.582 -2.296
C 4.141 0.681 -2.438
C 4.736 0.307 -1.254
C 3.658 -0.012 -0.420
N 2.504 0.146 -1.052
N 0.772 -0.296 -3.580
C 0.251 -0.803 -4.711
C -0.750 -1.689 -4.366
C -0.769 -1.650 -2.968
N 0.145 -0.808 -2.499
N 2.514 1.175 -4.688
C 3.116 2.338 -5.043
C 3.965 2.075 -6.089
C 3.822 0.690 -6.302
N 2.961 0.155 -5.456
H -1.067 4.695 -3.621
H -0.733 3.923 -1.001
H 0.474 2.901 -4.996
H 4.589 0.997 -3.365
H 5.787 0.276 -1.026
H 3.663 -0.334 0.611
H 0.643 -0.521 -5.672
H -1.364 -2.278 -5.024
H -1.403 -2.193 -2.282
H 2.915 3.257 -4.518
H 4.589 2.771 -6.621
H 4.306 0.067 -7.038
O -2.348 1.409 -0.311
N -3.376 2.108 -0.054
C -3.799 2.217 1.231
C -4.863 3.013 1.559
C -5.534 3.737 0.569
C -5.110 3.618 -0.730
C -4.036 2.777 -1.085
S -3.548 2.510 -2.676
H -3.219 1.641 1.937
H -5.157 3.077 2.597
H -6.366 4.378 0.824
H -5.592 4.154 -1.535
C 1.153 -1.763 3.324
N 1.039 -0.453 2.722
C 1.561 0.517 3.392
C 1.524 1.889 3.017
C 2.104 2.960 3.714
C 1.859 4.094 2.942
C 1.154 3.642 1.818
N 0.939 2.319 1.851
C -0.057 -2.192 4.136
C -1.056 -1.298 4.502
C -2.097 -1.704 5.329
C -2.159 -3.010 5.792
C -1.176 -3.916 5.412
C -0.138 -3.507 4.590
H 2.022 -1.815 3.998
H 1.327 -2.509 2.544
H 2.082 0.300 4.335
H 2.636 2.906 4.652
H 2.160 5.108 3.157
H 0.813 4.233 0.977
H -1.004 -0.279 4.143
H -2.862 -0.994 5.617
H -2.966 -3.321 6.444
H -1.213 -4.939 5.768
H 0.638 -4.213 4.309
C -3.006 -3.792 2.264
N -1.792 -3.730 1.461
C -1.083 -4.833 1.133
C 0.050 -4.769 0.397
C 0.481 -3.464 0.004
N -0.183 -2.386 0.374
C -1.353 -2.466 1.057
O -2.022 -1.472 1.326
N 1.596 -3.274 -0.715
H -3.214 -4.833 2.501
H -3.838 -3.362 1.708
H -2.867 -3.224 3.182
H -1.481 -5.774 1.488
H 0.596 -5.660 0.129
H 2.080 -4.050 -1.128
H 1.775 -2.345 -1.078
*
```

***

[2]
Entry from OMol25: a molecular structure, C34H34N3O5P2Pt (wB97M-V/def2-TZVPD).

As for the energy above the lowest of the compared OMol25 structures with the same formula, charge and spin: 130.6 kJ/mol. Its highest occupied orbital energy is -0.159 Eh. The frontier orbital gap comes out at 6.64 eV. The value obtained for the LUMO energy is 2.3190 eV.

ORCA input file:
```
! wB97M-V def2-TZVPD RIJCOSX def2/J DEFGRID3
* xyz -1 1
Pt 0.776 0.582 1.265
C -1.760 3.331 2.027
C -2.434 2.221 1.300
N -1.814 1.260 0.658
C -2.793 0.449 0.129
C -4.031 0.934 0.478
N -3.776 2.058 1.218
C -5.450 0.525 0.239
O -5.623 -0.529 -0.461
O -6.323 1.230 0.747
C -2.470 -0.793 -0.653
O -3.487 -1.475 -1.073
O -1.299 -1.114 -0.806
H -0.741 3.017 2.258
H -2.281 3.562 2.958
H -1.717 4.240 1.423
H -4.521 2.617 1.604
H -4.518 -1.037 -0.817
C 4.298 0.105 0.170
N 3.302 0.289 -0.899
P 2.322 -1.126 -1.357
C 3.069 -1.478 -2.993
C 4.340 -1.079 -3.399
C 4.788 -1.350 -4.683
C 3.968 -2.020 -5.582
C 2.694 -2.409 -5.195
C 2.245 -2.131 -3.910
C 3.013 -2.492 -0.355
C 4.302 -3.015 -0.452
C 4.692 -4.079 0.344
C 3.795 -4.642 1.244
C 2.505 -4.143 1.337
C 2.118 -3.075 0.537
P 2.039 1.396 -0.462
C 1.352 1.715 -2.130
C -0.022 1.646 -2.309
C -0.574 1.837 -3.570
C 0.245 2.091 -4.657
C 1.625 2.154 -4.490
C 2.174 1.964 -3.234
C 2.935 2.959 -0.121
C 2.385 3.828 0.813
C 2.989 5.050 1.081
C 4.161 5.404 0.432
C 4.732 4.531 -0.487
C 4.121 3.319 -0.766
H 5.162 -0.433 -0.222
H 3.895 -0.436 1.030
H 4.641 1.079 0.517
H 4.965 -0.520 -2.712
H 5.777 -1.031 -4.989
H 4.318 -2.224 -6.586
H 2.040 -2.911 -5.896
H 1.237 -2.401 -3.614
H 5.003 -2.606 -1.170
H 5.696 -4.475 0.258
H 4.101 -5.476 1.864
H 1.796 -4.581 2.028
H 1.112 -2.679 0.599
H -0.642 1.413 -1.455
H -1.647 1.765 -3.699
H -0.188 2.225 -5.641
H 2.267 2.332 -5.344
H 3.249 1.974 -3.112
H 1.489 3.516 1.343
H 2.549 5.723 1.807
H 4.636 6.352 0.651
H 5.657 4.794 -0.987
H 4.576 2.634 -1.470
C -1.013 -1.859 2.456
O -0.317 -1.094 3.455
C 0.446 -0.083 3.046
C 1.001 0.558 4.304
H -2.082 -1.736 2.632
H -0.742 -2.905 2.595
H -0.756 -1.512 1.453
H 1.547 -0.198 4.876
H 0.180 0.915 4.932
H 1.669 1.378 4.058
*
```

***

[3]
Entry from OMol25: a molecular structure, C34H34N3PY in a non-equilibrium geometry (wB97M-V/def2-TZVPD).

As for the energy above the lowest of the compared OMol25 structures with the same formula, charge and spin: 17.5 kJ/mol. Its highest occupied orbital energy is -0.363 Eh. The frontier orbital gap comes out at 7.32 eV. The value obtained for the LUMO energy is -2.5514 eV.

ORCA input file:
```
! wB97M-V def2-TZVPD RIJCOSX def2/J DEFGRID3
* xyz 1 1
Y -0.118 0.221 -0.325
C -0.332 -0.738 2.970
N 0.297 0.321 2.157
C -0.282 1.638 2.531
C 1.753 0.413 2.354
C 2.272 0.479 3.638
C 3.607 0.777 3.853
C 4.403 1.071 2.756
C 3.892 0.991 1.472
C 2.570 0.593 1.231
N 2.000 0.428 -0.045
C 2.779 0.283 -1.211
C 4.045 -0.312 -1.242
C 4.750 -0.438 -2.427
C 4.211 0.018 -3.624
C 2.941 0.565 -3.618
C 2.219 0.675 -2.437
N 0.860 1.220 -2.426
C 0.893 2.692 -2.281
C 0.062 0.850 -3.609
H -0.284 -0.505 4.035
H 0.172 -1.686 2.791
H -1.379 -0.833 2.690
H -0.067 1.866 3.576
H -1.359 1.634 2.373
H 0.164 2.421 1.916
H 1.623 0.324 4.491
H 4.004 0.814 4.858
H 5.435 1.368 2.898
H 4.527 1.240 0.634
H 4.469 -0.699 -0.327
H 5.728 -0.904 -2.414
H 4.766 -0.065 -4.549
H 2.500 0.900 -4.550
H 1.448 3.141 -3.106
H 1.385 2.958 -1.345
H -0.126 3.080 -2.279
H 0.345 1.433 -4.488
H -0.991 1.042 -3.401
H 0.197 -0.207 -3.830
C -5.922 -4.056 1.371
C -5.453 -4.205 0.075
C -4.425 -3.397 -0.395
C -3.859 -2.443 0.441
C -4.327 -2.300 1.750
C -5.359 -3.101 2.211
P -2.519 -1.350 -0.088
C -2.220 -1.686 -1.861
C -3.041 -1.187 -2.876
C -2.769 -1.492 -4.200
C -1.670 -2.286 -4.528
C -0.837 -2.770 -3.533
C -1.113 -2.468 -2.202
C -3.150 0.374 -0.140
C -4.499 0.708 -0.052
C -4.873 2.043 -0.139
C -3.905 3.026 -0.312
C -2.563 2.673 -0.386
C -2.129 1.342 -0.297
H -6.727 -4.685 1.731
H -5.890 -4.950 -0.578
H -4.068 -3.518 -1.412
H -3.890 -1.554 2.406
H -5.722 -2.985 3.224
H -3.887 -0.558 -2.625
H -3.415 -1.112 -4.982
H -1.465 -2.523 -5.565
H 0.018 -3.385 -3.785
H -0.487 -2.886 -1.418
H -5.253 -0.060 0.086
H -5.919 2.315 -0.071
H -4.201 4.066 -0.376
H -1.836 3.473 -0.500
*
```

***

[4]
Entry from OMol25: a molecular structure, C34H34N4O2PRhS4Se in a non-equilibrium geometry (wB97M-V/def2-TZVPD).

As for the energy above the lowest of the compared OMol25 structures with the same formula, charge and spin: 0.0 kJ/mol. Its highest occupied orbital energy is -0.462 Eh. The frontier orbital gap comes out at 5.57 eV. The value obtained for the LUMO energy is -6.9879 eV.

ORCA input file:
```
! wB97M-V def2-TZVPD RIJCOSX def2/J DEFGRID3
* xyz 2 1
Rh 0.814 -0.246 0.354
S 7.434 -0.361 -2.128
C 7.463 -0.161 -3.821
C 6.213 -0.022 -4.340
C 5.209 -0.077 -3.340
C 5.722 -0.259 -2.083
C 4.987 -0.360 -0.817
C 3.581 -0.393 -0.830
N 2.841 -0.487 0.266
C 3.453 -0.526 1.475
C 4.841 -0.507 1.593
C 5.420 -0.550 2.911
C 4.644 -0.585 4.013
C 3.207 -0.586 3.907
C 2.344 -0.598 5.011
C 0.973 -0.610 4.839
C 0.492 -0.603 3.517
N 1.276 -0.579 2.454
C 2.627 -0.562 2.640
C 0.027 -0.635 5.961
C -1.336 -0.512 5.915
C -1.939 -0.578 7.198
C -1.020 -0.749 8.188
S 0.568 -0.832 7.577
C 5.601 -0.420 0.419
H 8.405 -0.160 -4.345
H 6.015 0.114 -5.392
H 4.156 0.019 -3.561
H 3.040 -0.373 -1.765
H 6.499 -0.551 2.997
H 5.088 -0.614 4.999
H 2.773 -0.598 6.007
H -0.572 -0.664 3.328
H -1.906 -0.377 5.006
H -3.001 -0.504 7.375
H -1.194 -0.836 9.248
H 6.681 -0.389 0.499
C -0.323 2.777 -2.959
N -0.981 3.004 -1.674
C -0.473 2.715 -0.475
Se 1.270 2.033 -0.160
N -1.381 3.014 0.457
C -2.538 3.482 -0.145
C -3.763 3.890 0.376
C -4.707 4.302 -0.537
C -4.444 4.316 -1.921
C -3.230 3.913 -2.434
C -2.278 3.487 -1.510
H 0.707 3.115 -2.908
H -0.849 3.350 -3.716
H -0.354 1.715 -3.199
H -1.232 2.858 1.441
H -3.962 3.887 1.439
H -5.674 4.632 -0.185
H -5.215 4.662 -2.596
H -3.035 3.938 -3.498
C -4.710 -0.370 -2.601
C -3.389 0.250 -2.992
C -2.721 -0.387 -4.189
O -2.459 0.272 -1.831
P -1.661 -0.891 -1.163
S -1.460 -0.448 0.793
S 0.255 -0.925 -1.785
O -2.444 -2.185 -1.522
C -2.005 -3.585 -1.266
C -2.487 -4.006 0.102
C -2.583 -4.402 -2.394
H -5.450 -0.112 -3.360
H -5.056 0.023 -1.645
H -4.645 -1.455 -2.539
H -3.530 1.316 -3.163
H -2.532 -1.447 -4.017
H -1.780 0.106 -4.435
H -3.384 -0.304 -5.051
H -0.915 -3.577 -1.318
H -3.570 -3.903 0.171
H -2.025 -3.422 0.896
H -2.232 -5.055 0.256
H -3.672 -4.349 -2.385
H -2.291 -5.445 -2.270
H -2.219 -4.059 -3.361
*
```

***

[5]
Entry from OMol25: a molecular structure, C34H35BrCrN4O4S4 in a non-equilibrium geometry (wB97M-V/def2-TZVPD).

As for the expectation value of S²: 3.79. As for the energy above the lowest of the compared OMol25 structures with the same formula, charge and spin: 101.0 kJ/mol. Its highest occupied orbital energy (spin up / spin down) is -0.392 / -0.395 Eh. The frontier orbital gap (spin up / spin down) comes out at 6.28 / 7.10 eV. The value obtained for the LUMO energy (spin up / spin down) is -4.3872 / -3.6477 eV.

ORCA input file:
```
! wB97M-V def2-TZVPD RIJCOSX def2/J DEFGRID3
* xyz 1 4
Cr 0.678 0.682 -0.616
C -0.722 -3.619 -0.187
C 0.776 -3.831 -0.350
S 1.748 -2.291 -0.634
C 2.265 -2.542 -2.371
C 1.110 -2.571 -3.346
S 0.211 -0.971 -3.367
C -1.515 -1.571 -3.464
C -2.102 -2.029 -2.143
S -1.655 -3.761 -1.752
H -0.956 -2.648 0.245
H -1.123 -4.404 0.456
H 0.986 -4.514 -1.172
H 1.198 -4.259 0.560
H 2.822 -3.478 -2.411
H 2.948 -1.719 -2.581
H 0.385 -3.336 -3.072
H 1.486 -2.758 -4.354
H -1.544 -2.371 -4.205
H -2.073 -0.719 -3.850
H -3.191 -2.017 -2.206
H -1.792 -1.393 -1.314
C -1.902 -4.544 5.602
C -1.660 -3.401 4.671
C -2.438 -2.248 4.724
C -2.203 -1.198 3.853
C -1.177 -1.297 2.933
C -0.380 -2.425 2.872
C -0.633 -3.479 3.730
S -0.999 -0.006 1.722
O -1.458 1.233 2.272
O -1.642 -0.484 0.507
N 0.548 0.078 1.231
C 1.632 0.288 2.009
C 1.724 0.296 3.395
C 2.972 0.460 4.000
C 4.126 0.552 3.259
C 4.080 0.520 1.851
C 5.205 0.564 1.002
C 5.014 0.518 -0.360
C 3.717 0.493 -0.882
N 2.628 0.484 -0.118
C 2.811 0.452 1.228
H -2.523 -4.246 6.441
H -0.962 -4.933 5.987
H -2.406 -5.351 5.073
H -3.233 -2.171 5.450
H -2.795 -0.298 3.872
H 0.431 -2.460 2.160
H -0.035 -4.377 3.672
H 0.838 0.188 4.000
H 3.025 0.513 5.078
H 5.081 0.653 3.747
H 6.191 0.608 1.438
H 5.852 0.530 -1.040
H 3.558 0.478 -1.954
N -1.114 1.512 -3.188
C 0.064 2.202 -3.245
C 0.266 3.112 -4.297
C 1.422 3.852 -4.343
C 2.351 3.686 -3.318
C 2.098 2.750 -2.345
N 1.010 1.961 -2.323
H -1.843 1.884 -3.778
H -1.407 1.136 -2.292
H -0.503 3.227 -5.045
H 1.595 4.563 -5.135
H 3.250 4.277 -3.285
H 2.787 2.630 -1.524
Br -1.349 5.692 -2.135
C -2.638 4.700 -1.149
C -3.960 5.114 -1.181
C -4.926 4.371 -0.525
C -4.577 3.212 0.150
C -3.260 2.797 0.174
C -2.271 3.540 -0.471
C -0.858 3.073 -0.395
O 0.119 3.802 -0.400
O -0.709 1.788 -0.342
H -4.225 6.012 -1.718
H -5.955 4.694 -0.549
H -5.333 2.637 0.661
H -2.963 1.909 0.710
*
```

***

[6]
Entry from OMol25: a molecular structure, C34H35Cl2CsIN9O8S4 in a non-equilibrium geometry (wB97M-V/def2-TZVPD).

As for the energy above the lowest of the compared OMol25 structures with the same formula, charge and spin: 220.9 kJ/mol. Its highest occupied orbital energy is -0.103 Eh. The frontier orbital gap comes out at 6.10 eV. The value obtained for the LUMO energy is 3.2950 eV.

ORCA input file:
```
! wB97M-V def2-TZVPD RIJCOSX def2/J DEFGRID3
* xyz -2 1
Cs 0.994 1.026 -1.230
C 3.435 -2.214 0.079
C 2.410 -2.905 -0.759
C 2.732 -4.076 -1.448
C 1.794 -4.621 -2.304
C 0.575 -3.982 -2.449
C 0.321 -2.851 -1.672
N 1.220 -2.342 -0.847
C -0.945 -2.113 -1.886
C -1.139 -1.593 -3.165
C -2.331 -0.946 -3.441
C -3.274 -0.847 -2.438
C -2.970 -1.350 -1.169
N -1.832 -1.986 -0.908
C -3.924 -1.026 -0.087
C -5.303 -1.089 -0.298
C -6.138 -0.484 0.625
C -5.570 0.178 1.696
C -4.189 0.118 1.871
C -3.536 0.854 2.989
N -3.401 -0.516 1.018
H 4.310 -2.000 -0.534
H 3.734 -2.836 0.921
H 3.020 -1.279 0.438
H 3.704 -4.534 -1.333
H 2.014 -5.518 -2.871
H -0.170 -4.344 -3.143
H -0.359 -1.684 -3.908
H -2.523 -0.535 -4.426
H -4.207 -0.332 -2.603
H -5.713 -1.593 -1.161
H -7.211 -0.487 0.487
H -6.174 0.739 2.393
H -4.273 1.431 3.543
H -2.815 1.534 2.540
H -3.022 0.174 3.662
O 3.748 1.085 -0.779
C 4.703 0.689 -1.414
C 4.712 -0.152 -2.583
C 5.935 -0.491 -3.140
C 6.031 -1.365 -4.216
C 4.856 -1.988 -4.706
C 3.649 -1.672 -4.182
C 3.476 -0.673 -3.149
O 2.347 -0.295 -2.794
N 7.272 -1.641 -4.799
O 7.322 -2.424 -5.752
O 8.281 -1.088 -4.355
H 5.732 0.961 -1.079
H 6.848 -0.085 -2.725
H 4.952 -2.708 -5.507
H 2.748 -2.142 -4.548
N -0.722 -2.311 1.937
N -0.522 -0.972 2.297
C -0.686 -0.498 3.516
N -0.417 0.835 3.673
S -1.092 -1.457 4.836
H -1.280 -2.318 1.080
H -1.248 -2.750 2.701
H -0.481 -0.278 1.529
H -0.529 1.373 2.815
H -0.825 1.256 4.494
O -2.602 2.079 0.193
S -1.162 2.407 0.355
O -1.007 3.367 1.449
O -0.573 2.880 -0.906
O -0.413 1.164 0.723
S -3.787 2.125 -1.636
C -4.945 3.242 -1.590
N -4.871 4.545 -2.099
C -5.570 5.506 -1.272
C -6.907 4.849 -0.961
S -6.513 3.074 -0.732
H -3.914 4.786 -2.329
H -5.710 6.436 -1.834
H -5.030 5.729 -0.338
H -7.594 4.941 -1.802
H -7.369 5.227 -0.054
I 2.898 3.781 6.701
C 2.649 2.697 4.895
C 1.811 3.183 3.908
C 1.722 2.463 2.730
C 2.481 1.309 2.604
N 3.264 0.846 3.568
C 3.344 1.519 4.703
H 1.222 4.077 4.036
H 1.039 2.771 1.954
H 2.445 0.728 1.695
H 3.981 1.093 5.470
Cl 2.009 -3.005 3.156
C 3.532 -2.296 3.746
Cl 3.529 -2.161 5.506
H 3.625 -1.280 3.352
H 4.362 -2.945 3.473
*
```

***

Question: Which of these has the highest energy above the lowest of the compared OMol25 structures with the same formula, charge and spin?
Answer: C34H35Cl2CsIN9O8S4